Molecular formula: C50H129N7O18
Method: DFT, ωB97M-V/def2-TZVPD

Structure (XYZ):
```
204
Properties=species:S:1:pos:R:3:forces:R:3:lowdin_charge:R:1
C -3.770334 0.897264 3.125886 -0.9 -0.1 0.2 -0.105
O -4.704729 0.034319 3.783696 1.0 -0.7 0.4 -0.187
C -4.227366 -1.344525 3.742505 -0.9 0.7 -0.4 -0.194
C -5.290548 -2.245164 4.308283 0.4 0.2 0.4 -0.234
N -5.449584 -1.955869 5.722360 -1.1 -1.4 1.0 -0.041
C -6.477081 -2.844680 6.379237 0.6 0.9 0.9 -0.164
C -6.566114 -2.640158 7.933762 1.0 0.0 -1.6 -0.238
O -6.677958 -1.287504 8.194306 -0.3 1.4 -0.6 -0.197
C -6.326488 -0.923711 9.488978 -0.5 0.3 0.6 -0.123
H -2.762960 0.868326 3.541188 0.2 -0.7 -0.2 0.058
H -4.040923 1.942120 3.278029 -0.6 -0.1 -0.1 0.092
H -3.876198 0.648051 2.070045 0.9 0.3 -0.2 0.068
H -3.297451 -1.458364 4.299650 0.2 0.1 -0.1 0.111
H -4.126477 -1.665630 2.705776 0.5 0.2 -0.3 0.109
H -4.969183 -3.278067 4.174426 0.1 -0.1 0.1 0.114
H -6.180954 -2.127807 3.690629 -0.5 0.1 0.0 0.121
H -5.720977 -0.990235 5.840666 -0.1 0.1 0.1 0.099
H -6.197893 -3.892854 6.272030 0.1 0.0 -0.4 0.108
H -7.474610 -2.698193 5.965007 -0.2 0.0 -0.2 0.108
H -5.624304 -2.965707 8.375473 0.1 -0.5 0.1 0.117
H -7.423190 -3.174035 8.344249 0.0 -0.3 0.1 0.119
H -6.754528 -1.650426 10.179460 0.1 0.0 0.4 0.085
H -6.764492 0.050167 9.707649 -0.2 0.0 -0.1 0.087
H -5.257863 -0.804860 9.667933 0.3 -0.4 -0.2 0.088
C 8.813542 -3.359668 -4.048565 0.3 -0.3 0.4 -0.115
O 7.743381 -3.343049 -3.123521 1.9 -0.1 1.3 -0.215
C 6.513819 -3.143654 -3.738181 -0.8 -0.9 0.8 -0.200
C 5.373595 -3.178358 -2.614095 1.9 0.0 -0.8 -0.176
N 5.339179 -1.949623 -1.865476 -0.5 1.2 0.2 -0.072
C 4.443212 -2.023362 -0.712213 -0.5 0.0 -0.5 -0.204
C 4.321095 -0.685085 0.021388 -0.2 0.2 0.8 -0.182
O 3.645832 -0.822467 1.277184 0.0 -0.9 -0.2 -0.207
C 3.374005 0.413929 1.922051 -0.2 -0.9 -0.4 -0.082
H 9.708731 -3.738485 -3.555390 -0.1 0.1 0.3 0.087
H 9.069409 -2.376641 -4.443896 -0.3 0.3 -0.1 0.086
H 8.637008 -4.045963 -4.876781 -0.3 0.0 -0.2 0.083
H 6.430027 -4.048915 -4.339496 -0.9 0.2 -0.8 0.102
H 6.715327 -2.250707 -4.329905 -1.4 0.3 -0.3 0.122
H 5.675058 -3.965650 -1.923165 0.3 -0.7 -0.1 0.111
H 4.405697 -3.517341 -2.983340 -0.1 0.6 -0.4 0.107
H 6.251247 -1.787711 -1.462965 0.4 0.0 -0.4 0.109
H 4.764803 -2.863297 -0.096415 -0.1 0.1 0.8 0.119
H 3.461235 -2.290488 -1.102684 -0.2 0.0 0.1 0.081
H 3.749897 0.051049 -0.544244 0.1 0.0 -0.5 0.106
H 5.298412 -0.243400 0.215956 0.4 0.0 -0.1 0.119
H 2.874511 1.070930 1.210042 0.4 0.5 0.1 0.062
H 4.293914 0.780647 2.377458 0.0 0.6 -0.1 0.088
H 2.648721 0.226298 2.713801 0.1 -0.2 0.1 0.080
C 0.029771 -1.762556 4.715539 1.0 -0.9 -0.8 -0.093
O 0.565798 -0.589358 5.280875 -0.3 -1.2 1.0 -0.164
C -0.290696 0.472728 5.003762 0.8 1.2 -0.3 -0.247
C 0.323548 1.693984 5.654888 -0.3 0.6 0.2 -0.192
N 1.577530 2.061236 5.021256 0.2 -0.9 -0.4 -0.066
C 2.387318 2.969586 5.781106 1.1 1.2 0.6 -0.193
C 3.796603 3.231595 5.178253 -0.9 -0.4 0.3 -0.208
O 4.573450 2.051552 5.200231 0.3 0.0 -0.6 -0.196
C 5.940933 2.273382 4.816837 -0.7 -0.4 0.4 -0.088
H 0.085015 -1.674314 3.630525 -0.8 0.2 -0.4 0.079
H -0.950845 -2.060809 5.086401 -0.2 0.4 0.0 0.091
H 0.683618 -2.625401 4.842342 0.3 0.2 0.8 0.084
H -1.316896 0.377187 5.358559 -0.1 -0.5 0.1 0.127
H -0.246305 0.559714 3.918145 -0.6 0.5 -0.3 0.099
H 0.470530 1.466131 6.710625 0.0 -0.1 0.3 0.124
H -0.344517 2.553906 5.606559 -0.3 0.0 0.0 0.120
H 2.079245 1.184886 5.001482 0.5 -0.3 -0.4 0.110
H 2.484029 2.685950 6.829100 0.2 -0.5 0.3 0.118
H 1.895330 3.939847 5.849290 -0.1 0.2 -0.3 0.120
H 4.357342 3.989493 5.725294 -0.3 0.4 0.3 0.118
H 3.603936 3.612620 4.175363 0.3 -0.1 -0.5 0.114
H 6.424274 2.905071 5.562133 0.2 0.1 0.1 0.084
H 6.058274 2.736429 3.837083 -0.3 0.1 -0.2 0.070
H 6.410834 1.290172 4.792465 0.0 0.1 0.1 0.090
C 8.608551 4.599181 -3.559903 -0.2 0.0 -0.2 -0.120
O 7.810712 4.254926 -2.464352 0.0 0.4 0.4 -0.197
C 8.208781 4.898942 -1.266906 -0.7 -0.9 0.4 -0.223
C 7.479661 4.160218 -0.155267 1.7 0.3 -0.3 -0.263
N 6.093483 4.213368 -0.375693 -1.6 0.0 0.8 -0.057
C 5.333249 3.570529 0.708581 -1.0 0.8 -0.9 -0.169
C 3.804578 3.648257 0.375193 1.0 -0.1 -0.5 -0.189
O 3.661066 2.908136 -0.836723 -0.4 -0.7 0.5 -0.203
C 2.314281 2.794408 -1.232203 0.0 -0.3 -0.1 -0.115
H 7.995426 4.388115 -4.436041 0.5 -0.3 -0.2 0.091
H 9.544977 4.045248 -3.493912 0.1 -0.2 -0.5 0.087
H 8.858685 5.658704 -3.614240 -0.1 0.3 0.3 0.083
H 7.890541 5.941425 -1.273899 0.2 0.2 -0.1 0.126
H 9.273717 4.767378 -1.075352 0.3 0.3 -0.3 0.120
H 7.805667 4.591707 0.791120 -0.4 0.2 0.2 0.122
H 7.877123 3.145373 -0.170123 0.1 -0.5 0.1 0.120
H 5.903674 3.651260 -1.193072 -0.2 0.2 -0.4 0.107
H 5.565784 4.041364 1.663740 -0.1 0.2 0.0 0.104
H 5.656301 2.531149 0.767124 -0.4 -0.4 0.3 0.104
H 3.398774 4.622525 0.102767 0.7 0.7 0.4 0.119
H 3.171232 3.311619 1.195951 0.0 -0.6 0.0 0.086
H 2.287793 2.149101 -2.110262 0.0 0.2 -0.1 0.080
H 1.861323 3.762508 -1.445995 0.1 0.3 -0.3 0.084
H 1.667792 2.343949 -0.479045 0.1 -0.2 0.4 0.069
C 1.781889 -0.880972 -2.934855 0.3 0.3 -0.1 -0.101
O 1.565310 -1.159719 -4.287344 0.2 0.0 0.0 -0.187
C 0.247784 -1.604555 -4.594276 0.8 1.1 -0.3 -0.209
C 0.136000 -1.322359 -6.060060 -0.7 -1.2 -0.1 -0.200
N 0.942030 -2.270193 -6.810090 0.4 0.6 -1.1 -0.044
C 0.485292 -3.635590 -6.915449 0.1 -1.1 0.3 -0.230
C 1.644762 -4.599083 -7.100679 1.0 1.0 1.0 -0.198
O 2.332880 -4.568668 -5.812100 0.6 -1.0 -0.6 -0.210
C 3.630874 -5.212137 -5.808104 -0.8 0.5 0.2 -0.089
H 1.200501 -0.009169 -2.634779 -0.4 0.0 0.3 0.068
H 2.827346 -0.596992 -2.814520 0.1 -0.3 0.0 0.085
H 1.544432 -1.744417 -2.313438 -0.1 0.0 0.3 0.077
H -0.507739 -0.957069 -4.149268 -0.1 -0.5 0.9 0.100
H 0.214899 -2.677113 -4.402830 -0.6 0.0 0.4 0.120
H 0.430838 -0.281723 -6.195145 0.2 -0.1 -0.4 0.120
H -0.914051 -1.405916 -6.340217 -0.1 -0.1 -0.3 0.111
H 1.861493 -2.241899 -6.393105 0.2 -0.2 0.0 0.099
H -0.212706 -3.856370 -7.723002 -0.2 0.6 -0.3 0.115
H 0.017714 -4.026046 -6.011559 -0.4 0.2 0.4 0.107
H 2.300558 -4.192753 -7.870695 0.3 0.0 -0.1 0.116
H 1.373112 -5.607328 -7.413340 -0.3 -0.1 0.3 0.119
H 4.087458 -5.130534 -4.821704 -0.3 0.5 0.1 0.062
H 4.274485 -4.709506 -6.530054 0.2 -0.3 -0.2 0.087
H 3.583399 -6.293531 -5.936241 -0.2 -0.1 -0.7 0.082
C -0.709560 2.811198 -3.959822 -0.9 0.1 1.0 -0.054
O -2.040421 3.304851 -3.644729 0.9 0.8 -0.5 -0.202
C -2.109426 4.020613 -2.417595 -0.6 -0.9 1.1 -0.216
C -3.501175 4.642905 -2.213034 0.5 -0.5 -1.6 -0.168
N -4.564303 3.651048 -2.539852 -0.1 0.4 1.2 -0.067
C -5.880164 4.295028 -2.710733 0.3 0.1 -0.6 -0.172
C -6.998517 3.283233 -3.019844 2.4 0.2 -0.2 -0.175
O -6.565730 2.613747 -4.221682 -0.2 -0.5 0.9 -0.184
C -7.325717 1.446457 -4.378269 -1.7 -0.3 -1.1 -0.147
H -0.702790 2.289430 -4.916796 -0.3 0.2 0.1 0.088
H -0.458695 2.109050 -3.164742 0.3 -0.3 0.0 0.069
H 0.042423 3.600257 -3.958868 -0.1 0.2 -0.1 0.087
H -1.336220 4.749793 -2.175613 0.2 0.5 -1.0 0.122
H -1.943252 3.330363 -1.590529 -0.2 -0.6 0.1 0.099
H -3.581918 5.490091 -2.894111 -0.1 0.3 -0.1 0.113
H -3.515187 5.049998 -1.202006 -0.5 -0.3 0.2 0.125
H -4.356551 3.227669 -3.432986 0.4 -0.2 0.0 0.091
H -5.731168 4.941964 -3.575249 -0.6 0.5 -0.1 0.117
H -6.102898 4.905354 -1.835520 -0.1 -0.1 0.0 0.127
H -7.968616 3.759258 -3.162754 -0.1 -0.1 0.1 0.129
H -6.938879 2.553912 -2.212000 -0.7 -0.1 0.2 0.101
H -8.380791 1.718336 -4.409834 -0.4 0.3 -0.3 0.082
H -7.390527 0.661081 -3.625217 1.2 0.2 0.8 0.089
H -7.139206 0.940026 -5.325284 0.5 0.3 0.0 0.083
C 1.856717 -3.806061 2.186705 0.2 0.3 -0.5 -0.102
O 0.699675 -4.029609 1.399921 -0.3 -0.3 0.1 -0.190
C 0.800399 -3.455648 0.094188 0.3 -0.3 0.0 -0.211
C -0.300787 -3.972183 -0.823122 -0.1 0.3 0.3 -0.193
N -1.575939 -3.331859 -0.622124 -1.4 -0.4 0.5 -0.058
C -2.229891 -3.430230 0.700200 -0.2 -0.5 0.2 -0.179
C -2.701200 -4.880175 1.031160 1.0 -0.1 -0.1 -0.217
O -3.768864 -4.951532 1.960895 -0.7 -0.4 0.4 -0.204
C -4.213044 -6.306069 2.218026 0.0 0.8 -0.1 -0.095
H 1.866328 -4.247537 3.183244 -0.9 -0.3 -0.1 0.082
H 1.973283 -2.731932 2.330765 0.5 0.1 -0.2 0.072
H 2.699706 -4.266252 1.671242 0.4 0.4 -0.1 0.085
H 1.773829 -3.641334 -0.359728 0.4 -0.6 0.1 0.102
H 0.770470 -2.366342 0.119000 -0.3 0.3 0.3 0.105
H -0.385926 -5.058707 -0.805838 0.1 -0.1 0.1 0.120
H -0.082039 -3.666746 -1.846333 0.6 -0.3 -0.1 0.105
H -1.416548 -2.365680 -0.869475 -0.5 0.3 0.2 0.047
H -3.138491 -2.830362 0.752302 -0.1 0.2 -0.6 0.105
H -1.592803 -2.989560 1.467032 0.1 -0.5 0.5 0.086
H -1.888881 -5.476593 1.446524 0.4 0.0 0.0 0.112
H -2.959215 -5.352295 0.083206 -0.3 0.0 -0.2 0.116
H -3.439370 -6.941977 2.648303 0.4 0.0 -0.3 0.082
H -4.644695 -6.748858 1.320407 0.3 -0.1 -0.2 0.082
H -5.012410 -6.326353 2.958773 0.0 0.6 0.0 0.077
C -0.668564 -0.000995 0.868862 -0.1 -0.1 0.7 -0.051
C -1.367736 0.451390 -0.378305 0.2 -0.3 -0.5 -0.267
O -1.215926 -0.572886 -1.345077 0.7 -0.4 -0.2 -0.112
H 0.415041 0.113126 0.838952 0.1 0.0 -0.3 0.075
H -0.894562 -1.053305 1.041096 -0.1 0.0 0.2 0.055
H -0.983149 0.578001 1.737136 -0.1 0.0 0.0 0.047
H -0.867280 1.342332 -0.757609 -0.3 0.5 0.1 0.097
H -2.446576 0.569522 -0.277057 0.1 0.7 0.5 0.094
H -1.634038 -0.300529 -2.165208 -0.3 0.1 -0.4 0.038
C -1.367197 3.286524 2.579885 0.8 0.9 0.1 -0.067
C 0.067499 3.840687 2.220664 -1.5 -1.7 0.9 -0.254
O 0.976249 2.752585 2.314782 0.2 0.4 -1.7 -0.134
H -1.211348 2.655757 3.455070 -0.2 -0.3 -0.1 0.038
H -1.868112 2.749917 1.774132 0.2 -0.1 0.0 0.056
H -2.040761 4.070638 2.925666 0.0 0.2 -0.2 0.073
H 0.326853 4.566084 2.991784 0.1 0.6 -0.4 0.103
H 0.068469 4.214030 1.196592 0.3 0.3 0.2 0.102
H 1.076019 2.475073 3.228367 0.2 0.0 0.9 0.015
C -4.316282 -0.252494 -5.511242 -0.5 0.6 -0.5 -0.081
C -3.803552 0.448263 -4.268578 -0.6 -1.8 0.0 -0.259
O -2.870542 -0.469413 -3.659455 0.8 1.1 0.3 -0.101
H -5.071476 -1.016175 -5.325258 -0.1 0.0 0.3 0.076
H -3.534592 -0.758783 -6.077580 0.2 0.4 0.0 0.069
H -4.782756 0.521562 -6.120613 -0.1 -0.2 -0.4 0.072
H -4.627497 0.604605 -3.572322 -0.1 0.3 0.1 0.095
H -3.384831 1.427189 -4.501973 0.6 -0.4 0.2 0.101
H -3.331351 -1.234817 -3.308165 -0.3 0.0 0.0 0.101
C -6.260656 1.538448 0.791960 0.1 -0.9 -0.7 -0.070
C -5.099213 1.414996 -0.202387 -0.4 0.7 1.9 -0.317
O -4.295981 2.575625 0.015552 0.1 -0.8 -0.2 -0.105
H -5.960835 1.551332 1.839846 0.2 0.1 -0.2 0.055
H -6.865558 0.646184 0.630490 -0.5 0.1 0.2 0.075
H -6.817358 2.445746 0.557467 -0.1 -0.1 0.1 0.073
H -5.498038 1.361289 -1.215371 0.2 0.1 -0.2 0.085
H -4.510042 0.517947 -0.011904 0.0 -0.2 0.0 0.084
H -4.334641 2.958545 -0.863925 0.4 0.7 -0.8 0.000
```
Forces are in eV/Å.

Electronic energy in eV: -101215.936
Relative energy (zero: lowest compared OMol25 entry of this formula, charge and spin) in kcal/mol: 33.1
SMILES: COCCNCCOC.COCCNCCOC.COCCNCCOC.COCCNCCOC.COCCNCCOC.COCCNCCOC.COCCNCCOC.CCO.CCO.CCO.CCO